Record 1
91
Properties=species:S:1:pos:R:3:forces:R:3 method="wB97M-V/def2-TZVPD" orbital_gap_ha=0.204 charge=-1
C -5.84670 5.24842 -0.32501 -0.57 0.45 0.19
C -7.37333 5.26046 -0.19307 0.60 -0.19 -0.81
C -7.93669 3.98678 0.40743 -0.62 0.30 0.42
C -8.06453 4.00759 1.95646 0.35 0.43 -0.05
O -7.64798 5.21647 2.52228 0.29 -0.23 0.31
In -6.33861 4.78061 4.14480 0.05 -0.01 0.32
C -4.43074 4.06086 3.15991 -1.43 0.29 0.37
O -4.24273 2.62748 3.48475 -0.11 0.58 -1.24
C -3.17326 2.41536 4.22827 -0.22 -2.04 -3.09
C -2.15353 1.53562 3.56339 -0.27 -0.38 -0.25
O -3.03128 2.85025 5.29035 0.92 2.02 4.53
H -5.44365 5.61398 0.60857 0.42 -0.14 0.26
H -5.52762 5.92060 -1.11371 0.16 0.20 -0.19
H -5.47177 4.26160 -0.54931 0.22 -0.36 0.00
H -7.63285 6.14330 0.37350 -0.37 0.04 0.29
H -7.79143 5.37547 -1.19261 -0.14 0.04 -0.20
H -8.92609 3.82713 -0.01614 -0.25 -0.06 -0.07
H -7.34831 3.12989 0.09826 0.27 -0.18 -0.13
H -9.10793 3.80450 2.23022 -0.13 -0.11 0.02
H -7.47066 3.17449 2.34291 -0.05 -0.34 0.06
H -7.11164 3.41554 5.01405 0.11 0.18 -0.22
H -6.10905 6.18193 5.21685 -0.04 0.01 -0.27
H -4.51200 4.11156 2.08420 0.02 -0.16 -0.36
H -3.57121 4.65636 3.45141 0.29 -0.19 0.26
H -2.61478 1.01547 2.73779 0.01 -0.17 -0.30
H -1.37086 2.17547 3.17566 0.26 0.10 -0.09
H -1.74155 0.82111 4.26024 0.25 -0.07 0.26
C 0.18798 0.86503 -0.24288 0.10 0.15 0.11
O -0.79575 0.85866 -0.97279 0.01 -0.21 -0.13
N 1.12237 1.85509 -0.27030 -0.20 0.33 -0.05
N 0.43720 -0.11956 0.65669 -0.31 0.02 0.10
H 1.93781 1.86444 0.31343 0.12 -0.12 -0.17
H 0.98251 2.60196 -0.92489 0.00 -0.06 -0.01
H -0.22507 -0.86942 0.71014 0.20 -0.12 0.04
H 1.23727 -0.13863 1.25790 0.03 -0.10 -0.05
C -0.79343 -3.53566 -2.13660 -0.07 0.09 0.32
O -0.10676 -3.34633 -3.12793 0.11 0.04 -0.27
N -1.21822 -2.53354 -1.32881 0.10 0.27 -0.20
N -1.18559 -4.79506 -1.76151 0.18 -0.25 0.05
H -1.77853 -2.67741 -0.51029 -0.02 -0.03 -0.04
H -0.94598 -1.59299 -1.57629 -0.13 0.07 0.13
H -0.89600 -5.56023 -2.34412 -0.18 0.05 -0.10
H -1.75801 -4.98194 -0.95869 -0.24 0.08 -0.15
C 4.67302 2.32114 -1.09607 0.09 0.14 -0.24
O 4.10648 1.48765 -0.40824 0.01 -0.15 0.30
N 5.00272 2.09989 -2.39513 0.12 -0.27 0.03
N 5.01642 3.55318 -0.60811 0.00 0.07 0.17
H 5.46278 2.77692 -2.97209 -0.07 0.03 0.01
H 4.75231 1.21087 -2.79445 -0.19 0.12 -0.11
H 4.78394 3.75012 0.34754 0.00 0.00 -0.04
H 5.47716 4.25665 -1.15269 -0.04 -0.02 -0.02
C 1.90556 0.08861 -5.12235 -0.28 -0.28 0.15
O 2.83683 0.83133 -4.80996 0.24 0.11 -0.21
N 1.47675 -0.91770 -4.32980 0.14 0.05 0.02
N 1.23555 0.22890 -6.30143 0.05 0.23 -0.10
H 0.71909 -1.53495 -4.56414 0.00 -0.08 0.19
H 1.94437 -1.04856 -3.45098 -0.11 -0.04 0.01
H 1.52644 0.96495 -6.91752 -0.05 -0.05 -0.02
H 0.47814 -0.36571 -6.57845 0.04 -0.04 0.03
C 2.77008 -2.63951 1.79904 0.14 0.01 0.02
O 1.78285 -2.68898 1.08140 -0.11 -0.15 0.04
N 3.68854 -1.62939 1.69614 -0.08 0.23 -0.10
N 3.04744 -3.56442 2.75661 0.13 -0.18 -0.05
H 4.50365 -1.56774 2.27648 -0.03 -0.05 0.04
H 3.53523 -0.92820 0.99110 0.12 -0.04 -0.06
H 2.39567 -4.31798 2.86523 -0.02 0.07 -0.01
H 3.86119 -3.51985 3.35311 -0.26 0.03 0.05
C -1.12845 -8.03358 0.28959 0.14 0.05 0.08
O -2.10463 -8.05753 -0.43811 -0.11 0.00 -0.07
N -0.22114 -7.01694 0.25574 -0.01 0.05 -0.05
N -0.86704 -9.02350 1.19812 -0.05 -0.15 0.05
H 0.58971 -6.97039 0.84290 -0.02 0.01 -0.01
H -0.39226 -6.27620 -0.40500 0.29 -0.02 0.17
H -1.51889 -9.78425 1.24613 0.01 0.04 -0.01
H -0.07085 -9.02286 1.80611 -0.01 0.03 -0.02
C 5.16522 -3.12014 6.15567 0.02 0.05 0.19
O 4.80214 -3.22091 4.99487 0.15 -0.01 -0.06
N 5.17501 -4.18200 7.01011 -0.01 -0.15 -0.03
N 5.58523 -1.93849 6.68614 0.06 0.12 -0.08
H 5.46620 -4.12170 7.96704 -0.02 0.03 -0.02
H 4.86856 -5.06580 6.64751 0.00 0.03 0.02
H 5.58438 -1.13740 6.08163 -0.03 -0.02 0.03
H 5.88453 -1.83158 7.63649 -0.03 -0.02 -0.01
C 4.93447 0.39698 -8.30395 0.05 0.17 0.14
O 4.20205 -0.51609 -8.63666 -0.05 -0.07 -0.10
N 4.70782 1.16231 -7.19996 -0.22 -0.07 -0.09
N 6.05509 0.73010 -9.02387 0.12 -0.03 -0.15
H 5.30283 1.91782 -6.91989 0.01 -0.02 -0.02
H 3.89540 0.94967 -6.63735 0.18 0.05 0.31
H 6.25099 0.18611 -9.84306 -0.02 0.01 0.03
H 6.67425 1.47652 -8.77319 -0.03 -0.01 0.02


Record 2
21
Properties=species:S:1:pos:R:3:forces:R:3 method="wB97M-V/def2-TZVPD" orbital_gap_ha=0.324 relative_energy_kj_mol=253.6 charge=0 smiles="CN=C(C)C.CN"
C -1.97454 1.03895 0.28789 0.21 0.17 -0.05
N -1.24402 0.26192 -0.69942 1.17 -2.15 0.88
C -0.37752 -0.67109 -0.28014 -4.61 0.43 -0.41
C -0.27223 -1.09713 1.17034 0.62 0.53 -0.25
C -0.12873 -1.79247 -1.27343 0.93 0.76 -0.10
H -2.66721 1.70313 -0.23631 0.09 -0.11 0.04
H -2.57111 0.41385 0.96465 0.10 0.02 0.01
H -1.32421 1.68419 0.89769 -0.03 -0.08 0.06
H 0.62833 -1.69672 1.32468 -0.08 0.07 0.09
H -0.26162 -0.23753 1.84143 0.05 -0.08 0.02
H -1.13735 -1.71206 1.42857 -0.04 0.00 -0.11
H 0.78850 -2.33656 -1.03160 -0.04 -0.03 -0.12
H -0.96626 -2.49285 -1.24237 0.00 0.13 0.15
H -0.07139 -1.38490 -2.28574 0.00 -0.09 0.09
C 1.86299 1.48428 0.32226 0.00 -0.23 -0.28
N 1.36724 0.73813 -0.82615 -0.83 1.35 0.64
H 1.15096 2.26763 0.58756 0.15 0.03 -0.05
H 2.83879 1.92963 0.11559 -0.03 0.23 0.14
H 1.97307 0.83516 1.19498 0.05 0.02 0.18
H 2.02606 0.01881 -1.11687 -1.00 0.51 -0.82
H 0.36025 1.04565 -1.14362 3.30 -1.50 -0.13


Record 3
17
Properties=species:S:1:pos:R:3:forces:R:3 method="wB97M-V/def2-TZVPD" orbital_gap_ha=0.324 relative_energy_kj_mol=0.0 charge=-1
O -1.07239 -1.33669 0.49897 0.19 0.09 -0.11
C -0.52575 -0.38939 1.13470 0.09 -0.02 -0.02
O -0.39847 -0.28955 2.36841 -0.23 -0.14 0.06
C 0.05479 0.80116 0.32912 -0.20 -0.44 -0.18
C -0.03817 0.69623 -1.19520 0.04 -0.75 -0.06
C 0.85444 1.70009 -1.87266 -0.04 0.95 -0.19
O 0.31758 -0.60013 -1.67008 0.01 -0.04 0.24
H -0.55631 1.64232 0.64175 0.12 0.41 0.14
H 1.08315 0.95099 0.67476 -0.09 0.07 -0.10
H -1.08522 0.85997 -1.48210 -0.03 0.25 0.02
H 1.91113 1.52459 -1.65974 -0.06 -0.29 -0.12
H 0.63965 2.68720 -1.46208 -0.07 0.18 0.14
H 0.69202 1.81392 -2.95462 0.10 -0.45 0.22
H -0.18614 -1.19322 -1.06189 0.07 0.09 -0.05
H -0.89522 -2.32065 2.86696 0.34 0.17 -0.04
H -0.29094 -3.33556 1.95595 -0.08 0.12 0.02
O -0.50417 -3.21128 2.88776 -0.16 -0.22 0.03


Record 4
119
Properties=species:S:1:pos:R:3:forces:R:3 method="wB97M-V/def2-TZVPD" orbital_gap_ha="0.168 / 0.142" charge=+2 multiplicity=2
Ir 0.27838 -0.35239 0.76573 0.30 -1.08 -0.93
C -1.42291 1.85078 5.06897 -0.15 0.01 -0.29
C -0.76960 0.79383 4.18002 0.34 -0.56 -0.38
C 0.64834 0.46989 4.64810 -0.01 -0.09 -0.13
P -0.73865 1.21703 2.36209 0.77 0.68 0.19
C 0.00054 2.93112 2.45193 0.36 -0.39 -0.02
N 0.79567 3.31065 1.33916 0.84 -2.68 -1.16
Ge 1.71783 1.87594 -0.04305 1.67 1.52 1.25
N 3.32729 1.48263 1.09784 -1.56 -1.20 -1.93
C 3.63641 0.19268 1.66229 -0.41 0.11 -0.02
P 2.55027 -1.18894 1.06490 0.41 1.19 1.74
C 3.48615 -1.93695 -0.36365 -0.89 0.09 -0.37
C 4.82290 -2.57831 -0.00470 -0.20 0.00 0.37
C 3.67598 -0.85562 -1.41931 -0.13 -0.02 0.09
C 2.56863 -2.43880 2.45333 -0.39 0.18 -0.14
C 3.84828 -2.54671 3.27999 -0.02 0.24 -0.07
C 2.13774 -3.80578 1.91368 -0.14 0.12 -0.06
C 3.99071 2.55975 1.59705 0.28 1.28 0.50
C 4.93651 2.50950 2.63546 -0.41 -0.28 -0.33
C 5.42626 3.67135 3.19027 -0.02 0.52 0.05
C 4.99179 4.91524 2.75125 0.11 -0.16 0.13
C 4.10548 4.98925 1.69039 -0.03 -0.13 0.03
C 3.65062 3.83044 1.09058 0.46 -0.40 0.95
N 2.85959 3.84577 -0.10431 -0.32 -0.58 -0.08
C 1.83599 4.83895 -0.07316 -0.95 0.57 0.57
C 1.88102 6.02749 -0.76968 -0.07 0.12 -0.09
C 0.88355 6.97440 -0.57949 -0.15 -0.05 0.11
C -0.13851 6.73319 0.33429 0.29 0.33 -0.36
C -0.20075 5.54948 1.03320 0.26 -0.68 -0.06
C 0.76906 4.54823 0.81893 -0.07 1.54 -1.04
C 3.68592 3.91431 -1.26909 0.32 -0.32 -1.33
C 4.80269 4.72229 -1.37042 -0.03 -0.02 -0.16
C 5.47525 4.83694 -2.57777 -0.11 -0.14 -0.22
C 5.01921 4.13943 -3.69387 0.39 0.44 0.45
C 3.93826 3.29726 -3.60248 -0.61 -0.51 0.46
C 3.26001 3.13489 -2.37446 1.52 1.08 0.41
N 2.26226 2.27563 -2.14571 -2.78 -1.38 2.32
C 1.73602 1.46151 -3.18900 0.26 -0.56 0.65
P 0.27275 0.45634 -2.58655 0.40 0.89 -1.74
C 0.32370 -1.05398 -3.71112 -0.08 -0.07 0.63
C 1.07631 -0.86285 -5.02694 0.21 0.12 0.13
C -1.06580 -1.62426 -3.99209 -0.07 0.07 0.18
C -1.14307 1.57558 -3.08923 -0.02 -0.26 0.55
C -1.35721 1.73592 -4.59061 0.07 -0.28 -0.04
C -0.91124 2.95010 -2.46186 0.11 -0.10 0.14
C -2.51341 1.58676 1.93093 0.12 -0.56 -0.43
C -2.59466 1.80878 0.42507 0.09 0.19 0.05
C -3.46089 0.46523 2.33377 0.09 0.13 0.15
H -1.51209 1.45903 6.08146 0.04 -0.05 0.01
H -2.42422 2.10272 4.72814 -0.10 0.08 0.04
H -0.82992 2.76076 5.12150 0.05 0.07 -0.03
H -1.36643 -0.12180 4.24294 -0.03 0.01 0.00
H 1.25935 1.36864 4.71406 0.07 0.04 -0.01
H 1.12912 -0.22090 3.95380 0.12 -0.02 0.06
H 0.63110 0.01312 5.63601 -0.03 -0.01 0.05
H 0.66032 2.91292 3.33260 -0.28 -0.01 0.06
H -0.81450 3.63799 2.65125 -0.02 -0.28 -0.01
H 3.49283 0.22679 2.75188 0.08 -0.14 0.03
H 4.68683 -0.06706 1.46856 -0.12 -0.14 0.07
H 2.80457 -2.70052 -0.75325 0.08 0.02 -0.02
H 5.47978 -1.88016 0.50875 0.11 0.02 0.04
H 5.32168 -2.88267 -0.92230 -0.04 0.04 -0.14
H 4.70074 -3.47017 0.60053 0.06 -0.04 0.08
H 4.37476 -0.09362 -1.07647 -0.01 0.14 -0.02
H 2.71677 -0.38612 -1.63465 0.05 0.12 -0.15
H 4.07329 -1.29135 -2.33276 0.02 -0.05 -0.10
H 1.77484 -2.07078 3.11656 0.10 0.01 -0.09
H 4.70893 -2.82227 2.67998 0.08 -0.02 -0.06
H 3.70658 -3.32896 4.02371 -0.02 -0.03 0.07
H 4.07360 -1.62278 3.80701 0.06 0.03 0.07
H 3.00260 -4.38969 1.61420 0.05 -0.09 -0.10
H 1.48083 -3.70449 1.05072 -0.09 -0.21 -0.06
H 1.61765 -4.37109 2.68560 0.02 -0.05 0.06
H 5.28672 1.56526 3.01583 0.00 -0.17 0.07
H 6.13867 3.61093 3.99737 0.12 -0.02 0.07
H 5.35500 5.81699 3.21645 0.04 0.09 0.05
H 3.77482 5.95316 1.33118 -0.05 0.05 -0.10
H 2.69856 6.23437 -1.44495 0.02 -0.02 -0.05
H 0.91746 7.90564 -1.12345 0.01 0.06 -0.02
H -0.89519 7.48649 0.48958 -0.07 0.07 0.07
H -1.00923 5.39751 1.72983 -0.10 -0.04 0.10
H 5.14934 5.28280 -0.51822 0.02 0.05 0.10
H 6.33282 5.48451 -2.65393 0.11 0.05 0.00
H 5.53551 4.25025 -4.63181 0.04 0.02 -0.21
H 3.60655 2.75128 -4.47111 -0.02 -0.10 -0.12
H 2.50561 0.77251 -3.55748 -0.10 -0.01 -0.21
H 1.39378 2.07993 -4.03120 -0.14 -0.16 0.03
H 0.87354 -1.78073 -3.10111 0.02 0.02 -0.05
H 0.72395 0.00090 -5.58272 -0.05 0.10 -0.07
H 0.89714 -1.74196 -5.64141 -0.01 -0.11 -0.06
H 2.15010 -0.78070 -4.88620 0.06 0.04 -0.04
H -1.48893 -1.18078 -4.88753 -0.08 0.00 -0.06
H -1.75543 -1.45901 -3.17070 -0.22 -0.02 -0.01
H -0.98476 -2.69432 -4.17054 -0.01 -0.09 -0.08
H -2.02963 1.11283 -2.64599 -0.02 0.01 0.00
H -0.47303 2.12804 -5.08832 0.06 0.06 -0.04
H -2.16272 2.45114 -4.74338 -0.07 0.09 0.01
H -1.64909 0.81208 -5.07456 -0.02 -0.06 -0.10
H -0.20060 3.52708 -3.05061 0.10 0.04 0.02
H -0.51256 2.86471 -1.44962 -0.06 0.21 0.07
H -1.84256 3.51141 -2.42615 -0.07 0.01 0.02
H -2.80135 2.50752 2.45373 0.34 -0.15 0.05
H -2.26490 0.91099 -0.09751 -0.05 0.00 -0.15
H -1.97665 2.64998 0.12023 0.03 0.10 -0.10
H -3.62303 2.01138 0.13245 -0.07 0.05 -0.04
H -3.23141 -0.43983 1.77725 -0.06 -0.18 -0.07
H -4.47947 0.75740 2.08720 -0.08 -0.04 -0.04
H -3.42774 0.26086 3.39988 -0.05 -0.11 0.12
N -0.91462 -2.08126 2.06245 0.57 0.62 -0.50
H -1.85754 -2.19402 1.69832 -0.02 0.01 0.00
H -0.98983 -2.02601 3.07375 0.10 0.14 -0.04
H -0.41744 -2.93990 1.83645 -0.04 -0.02 0.03
Cl -3.47295 -2.93831 -1.25902 0.33 -0.08 -0.10
C -1.76638 -3.40692 -1.19009 -0.15 0.02 -0.05
Cl -1.52157 -4.64365 0.05904 -0.01 -0.19 -0.03
C -0.85108 -2.21254 -0.85876 -1.24 -0.16 -0.50
O 0.33273 -2.46425 -0.59545 1.34 0.99 0.85
O -1.33211 -1.05889 -0.83877 -0.67 0.42 0.40
H -1.47302 -3.84925 -2.14502 -0.12 0.08 0.17


Record 5
14
Properties=species:S:1:pos:R:3:forces:R:3 method="wB97M-V/def2-TZVPD" orbital_gap_ha=0.309 relative_energy_kj_mol=194.2 charge=0
C 0.13719 -1.33735 -0.66660 -0.93 0.92 -1.75
C 1.42211 0.96570 0.85678 1.96 -3.74 -1.20
C -0.37444 0.08216 -0.95866 -0.01 -1.31 6.40
N -1.68304 -0.00052 0.51587 1.15 -1.94 -3.51
S 0.68752 1.48456 -0.65273 -0.75 -0.66 -1.10
I -3.59377 0.37466 -0.11429 0.52 0.40 0.24
H 0.22699 -1.87060 -1.58800 0.33 -0.33 -0.91
H -0.49861 -1.96288 -0.06532 -0.30 0.32 0.48
H 1.09042 -1.22343 -0.27016 1.71 -0.33 0.88
H 1.39040 1.73106 1.48167 -0.31 3.47 2.94
H 2.51002 0.67759 0.82140 -0.98 0.18 -0.48
H 0.91251 0.11646 1.31783 -0.13 0.23 -0.14
H -0.99473 0.27729 -1.71407 -2.23 0.47 -3.16
H -1.23258 0.68529 1.03628 -0.01 2.31 1.31


no.,F_max (hartree/bohr)
1,0.09797
2,0.09036
3,0.01893
4,0.07539
5,0.12705